# 1
Below is a structure of composition C18H16MoN4O4S at a distorted geometry, with properties calculated with the ωB97M-V functional and the def2-TZVPD basis.

* electronic energy: -1681.3151 hartree
* relative energy (zero: lowest compared OMol25 entry of this formula, charge and spin): 0.0 kcal per mole
* E_LUMO (alpha / beta): -8.2300 / -8.2392 eV
* multiplicity: 3
* net charge: +2

XYZ file:
```
44
Properties=species:S:1:pos:R:3:forces:R:3:mulliken_charge:R:1
Mo 0.987713 -0.183315 0.237667 -3.117 1.790 -1.708 1.492
C 5.124459 -0.769119 -0.335685 -0.025 0.057 -0.190 -1.545
C 3.867067 -0.802293 0.444663 -0.090 -0.035 0.156 1.280
O 2.820538 -0.289545 -0.107258 3.019 -0.417 -0.464 -0.610
C 3.759820 -1.360525 1.751113 -0.373 -0.016 0.131 0.153
C 4.892444 -1.770221 2.484079 0.062 0.009 -0.088 -0.619
C 4.760392 -2.250528 3.763610 0.092 -0.032 0.096 -0.877
C 3.495141 -2.378534 4.342970 0.128 0.071 -0.196 -0.446
C 2.355486 -2.033772 3.635113 -0.429 0.065 -0.108 -0.706
C 2.484978 -1.512456 2.363973 0.799 -0.215 -0.022 0.643
O 1.396660 -1.153794 1.644299 0.747 -1.651 2.649 -0.508
H 4.904045 -0.491892 -1.363701 0.042 0.008 0.014 0.367
H 5.624006 -1.737243 -0.315002 -0.021 -0.008 0.038 0.441
H 5.816003 -0.033931 0.084902 -0.036 0.012 0.058 0.401
H 5.876398 -1.685495 2.042196 -0.018 0.022 0.009 0.438
H 5.640644 -2.530865 4.324732 -0.012 -0.014 -0.002 0.431
H 3.405147 -2.753677 5.353280 -0.038 -0.040 -0.009 0.441
H 1.363891 -2.161065 4.049335 0.038 0.017 0.050 0.487
N -6.853668 1.039765 -1.830098 0.080 0.005 0.021 -0.442
C -5.620923 0.611520 -1.512321 0.072 -0.003 0.050 1.126
C -5.034909 0.967431 -0.276040 -0.002 -0.011 0.019 -0.879
C -3.782452 0.519504 0.056088 -0.066 0.113 0.010 -0.243
C -3.099721 -0.298086 -0.845317 0.878 -0.171 0.485 0.192
C -3.641645 -0.658906 -2.080220 -0.086 -0.137 -0.066 -0.616
C -4.887362 -0.199252 -2.411030 0.008 -0.037 -0.039 -0.851
S -1.547619 -0.911585 -0.403209 -0.900 0.147 -0.355 1.758
O -1.001448 -0.138654 0.793760 -0.564 0.037 0.546 -0.720
O -1.454828 -2.318764 -0.269574 0.052 -0.164 -0.223 -0.663
N -0.310278 -0.414625 -1.432688 0.307 -0.447 0.376 -0.877
C -0.250725 0.959487 -1.569822 -0.127 1.150 -0.590 0.977
N -1.235448 1.704817 -2.036558 0.070 -0.199 -0.329 -0.354
C -0.977466 2.994874 -2.205030 -0.003 -0.127 0.077 -0.108
C 0.253219 3.569965 -1.870120 0.039 -0.081 -0.027 -0.699
C 1.177063 2.757373 -1.268017 0.194 0.226 0.156 -0.127
N 0.922100 1.445647 -1.086770 -0.635 -0.010 -0.494 -0.119
H -7.395680 1.578829 -1.179414 -0.041 0.018 0.005 0.208
H -7.294348 0.769333 -2.690387 -0.025 -0.018 -0.034 0.209
H -5.589504 1.585863 0.417545 0.006 -0.007 0.003 0.331
H -3.334158 0.775467 1.006928 -0.056 0.053 -0.011 0.501
H -3.088374 -1.297611 -2.757737 -0.054 0.020 -0.045 0.457
H -5.328875 -0.469261 -3.361414 0.017 -0.010 0.001 0.336
H -1.788171 3.583180 -2.619306 0.061 0.071 0.005 0.455
H 0.460936 4.612708 -2.056023 -0.003 0.005 0.033 0.416
H 2.129454 3.129261 -0.913494 0.012 -0.040 0.013 0.471
```
Positions in Å, forces in eV/Å.


# 2
Below is an isolated molecule of C18H16N2O2 at a distorted geometry, with properties calculated with the ωB97M-V functional and the def2-TZVPD basis.

* electronic energy: -955.4346 hartree
* SMILES: COc1ccc([C@H](OC)[C@@H](C#N)c2ccc(C#N)cc2)cc1
* relative energy (zero: lowest compared OMol25 entry of this formula, charge and spin): 87.8 kcal per mole
* E_LUMO: -0.0806 eV

XYZ file:
```
38
Properties=species:S:1:pos:R:3:forces:R:3:mulliken_charge:R:1
C -1.069082 0.570011 -1.526491 0.510 -0.425 -0.428 0.546
C -2.041589 1.404486 -2.218264 -1.860 2.103 -2.089 0.088
N -2.767402 2.167861 -2.734146 1.822 -1.920 1.219 -0.615
C 0.362166 0.840422 -2.055018 0.157 0.108 -0.873 0.240
C 1.232162 -0.227465 -2.365716 -0.131 0.369 0.210 -0.451
C 2.542946 0.004941 -2.792129 -0.141 -0.458 0.135 -0.505
C 3.018183 1.298309 -2.988498 -0.199 0.242 0.409 0.384
C 4.424635 1.574875 -3.223111 1.849 0.274 -0.471 -0.083
N 5.560409 1.803510 -3.388044 -2.461 -0.493 0.355 -0.486
C 2.101762 2.343327 -2.897542 -0.648 0.361 0.126 -0.575
C 0.771359 2.112460 -2.493347 0.341 0.082 0.072 -0.369
H -1.265468 -0.492654 -1.741107 -0.230 0.310 0.118 0.454
H 0.845387 -1.246665 -2.345064 0.265 0.172 0.382 0.356
H 3.216984 -0.826363 -2.970904 -0.166 0.000 0.039 0.425
H 2.423432 3.356268 -3.145124 -0.168 -0.291 0.040 0.420
H 0.035267 2.922087 -2.604009 0.441 -0.294 0.476 0.372
C 0.832237 -3.982685 3.857600 0.020 0.879 -0.142 -0.806
O 1.240275 -2.609049 3.627492 -0.392 -0.286 0.010 -0.416
C 0.458260 -1.777496 2.877895 -0.560 0.101 -0.601 0.567
C 1.009957 -0.517821 2.533864 -0.509 -0.845 -0.016 -0.643
C 0.350554 0.289028 1.615645 -0.045 -0.568 0.013 -0.457
C -0.834611 -0.118981 0.998316 -0.012 0.296 0.202 -0.073
C -1.441701 0.820799 -0.052378 -0.853 0.313 2.306 -0.155
O -2.873629 0.631660 0.045996 0.272 -0.097 -0.357 -0.392
C -3.759883 1.704658 0.372573 0.802 0.368 -0.120 -0.768
C -1.476808 -1.262803 1.493783 0.294 -0.097 -0.089 -0.358
C -0.844474 -2.106809 2.412626 0.989 0.217 0.224 -0.469
H 1.717118 -4.434944 4.307289 -0.240 -0.072 -0.068 0.243
H -0.014756 -4.027439 4.560342 0.239 0.007 -0.241 0.312
H 0.573208 -4.492424 2.915090 0.104 0.234 0.286 0.353
H 1.959767 -0.230645 2.959052 0.043 0.026 0.061 0.431
H 0.736460 1.267258 1.365413 0.299 0.008 -0.051 0.379
H -1.176657 1.860667 0.284585 -0.162 -0.680 -0.689 0.366
H -4.748799 1.268138 0.433714 -0.100 -0.110 0.005 0.269
H -3.517536 2.177504 1.337466 0.078 -0.237 -0.157 0.296
H -3.756977 2.475348 -0.409160 -0.014 -0.155 0.129 0.323
H -2.491508 -1.511651 1.199213 0.201 0.096 -0.246 0.433
H -1.331641 -3.027723 2.752099 0.161 0.462 -0.176 0.364
```
Positions in Å, forces in eV/Å.


# 3
Below is an isolated molecule of C18H16N2O3 at a distorted geometry, with properties calculated with the ωB97M-V functional and the def2-TZVPD basis.

* electronic energy: -1030.7736 hartree
* SMILES: C[C@@]12c3ccccc3C[C@@H]1[C@H]2C(=O)Nc1ccc(C(=O)O)cn1
* relative energy (zero: lowest compared OMol25 entry of this formula, charge and spin): 33.5 kcal per mole
* E_LUMO: 0.1865 eV

XYZ file:
```
39
Properties=species:S:1:pos:R:3:forces:R:3:mulliken_charge:R:1
O -6.784854 2.015732 2.411068 -1.135 0.792 -0.001 -0.572
O 0.299850 -0.504997 2.110201 -0.096 -0.653 0.635 -0.640
N -3.227664 1.056844 0.680280 -1.993 0.799 0.893 -0.581
O -6.175243 1.292306 4.442509 -0.724 0.555 0.043 -0.464
C -5.961591 1.526832 3.129965 -0.815 -0.336 -0.067 0.409
C 0.010553 -0.219203 0.975100 1.610 0.911 0.273 0.032
C -4.396596 1.412653 1.280103 1.882 -0.518 -0.631 -0.525
C -2.343863 0.356376 1.390007 -1.116 0.312 -0.625 0.088
C -2.577833 -0.063038 2.689198 -0.369 -0.688 2.106 -0.163
C 5.405691 -0.027612 -2.761140 -0.126 0.027 0.244 -0.357
C 5.380570 -1.208724 -2.001046 -1.711 0.338 -0.143 -0.739
C -3.782249 0.301977 3.321917 0.230 0.450 -2.070 -0.564
C 4.258653 0.750858 -2.990979 -0.710 -1.234 1.040 -0.780
C 4.145386 -1.621281 -1.426792 1.111 1.209 -0.600 -0.496
C -4.716449 1.071071 2.575035 2.202 -1.138 1.179 0.446
C 3.038903 0.324195 -2.374201 2.233 0.549 -0.191 0.442
C 3.020703 -0.808114 -1.562741 0.034 -0.319 0.107 0.295
N -1.260682 0.089512 0.589069 1.297 -0.217 -0.905 0.005
C 1.718759 0.993203 -2.425827 -1.459 0.061 0.255 -1.241
C 1.096595 -2.432301 -0.919408 0.076 0.283 -0.152 -1.825
C 1.159941 0.069815 -0.016542 -1.323 0.050 -0.734 -0.388
C 0.819350 0.127599 -1.508890 0.800 -0.288 0.183 -0.522
C 1.649292 -1.029582 -0.950341 0.233 0.611 -0.559 1.455
H -7.076434 1.665824 4.621284 0.939 -0.453 -0.131 0.355
H -5.070753 2.016893 0.713576 -0.293 0.181 -0.377 0.444
H -1.871954 -0.690371 3.259817 -0.278 0.532 -0.694 0.384
H 6.374333 0.298720 -3.129382 -0.203 0.018 -0.217 0.361
H 6.289751 -1.788781 -1.910392 -0.125 -0.057 0.183 0.393
H -4.057392 -0.024506 4.309058 0.257 -0.048 0.231 0.472
H 4.315639 1.640317 -3.611964 -0.102 -0.093 0.146 0.431
H 4.092953 -2.502194 -0.835294 0.012 -0.664 0.402 0.445
H -1.303281 0.553187 -0.312018 -0.373 -0.143 0.225 0.462
H 1.345401 0.946088 -3.458422 -0.094 0.304 0.234 0.356
H 1.694800 2.038176 -2.060970 0.267 -0.374 -0.431 0.256
H 1.643987 -3.077553 -0.243710 0.141 -0.134 0.185 0.397
H 0.052199 -2.443347 -0.625098 -0.185 0.025 0.119 0.428
H 1.160598 -2.845318 -1.927521 0.014 -0.094 0.031 0.401
H 1.819912 0.857837 0.383406 -0.108 -0.730 -0.200 0.440
H -0.186977 -0.119094 -1.828912 0.000 0.173 0.013 0.659
```
Positions in Å, forces in eV/Å.


# 4
Below is an isolated molecule of C18H16N2O7 at a distorted geometry, with properties calculated with the ωB97M-V functional and the def2-TZVPD basis.

* electronic energy: -1331.0640 hartree
* SMILES: COc1ccc(/C=C(/NC(=O)c2cccc([N+](=O)[O-])c2)C(=O)O)cc1OC
* relative energy (zero: lowest compared OMol25 entry of this formula, charge and spin): 402.5 kcal per mole
* E_LUMO: -0.9015 eV

XYZ file:
```
43
Properties=species:S:1:pos:R:3:forces:R:3:mulliken_charge:R:1
C -6.663923 -2.206847 -0.515700 3.267 1.709 8.118 -1.601
H -7.619728 -1.997229 -0.473225 -4.967 1.820 1.537 0.523
O -5.872442 -0.992452 -0.130633 -7.119 -3.370 -0.116 -0.344
C -4.619585 -1.111514 -0.173168 3.436 -1.801 -2.092 0.644
C -3.857990 -2.282928 -0.788657 1.318 14.464 4.675 -1.453
C -2.558510 -2.083658 -0.583057 -4.995 8.209 4.899 -0.832
C -1.963133 -0.981746 0.017859 0.815 2.656 -1.718 -0.137
C -2.693534 0.192518 0.247430 -1.669 -2.176 0.945 -0.322
C -4.102063 0.106776 0.273053 5.589 -0.925 -0.376 0.489
O -4.851611 0.994014 0.828834 -3.572 3.492 1.832 -0.590
C -4.394051 2.456041 1.293002 4.307 -6.749 -7.045 -0.793
H -3.818460 2.215346 2.064138 2.613 -0.555 3.509 0.367
H -3.720059 2.550158 0.373346 -1.146 1.709 1.393 0.354
H -5.162505 2.980247 1.560460 -4.686 3.004 0.569 0.272
H -2.207151 1.019996 0.667723 0.442 1.072 0.361 0.725
C -0.499806 -0.819408 -0.066628 0.058 -2.417 -0.495 -0.387
C 0.407936 0.122237 -0.027131 -4.419 5.697 -0.009 0.619
N 1.721267 0.074520 -0.046006 6.007 -1.767 -1.340 -0.190
C 2.736706 1.272993 -0.278060 -7.583 -0.722 1.976 0.668
O 2.243050 2.374008 -0.123147 2.411 -1.266 -1.194 -0.563
C 4.026660 0.777628 -0.381449 4.959 -1.170 2.198 0.656
C 4.458023 -0.308177 0.383205 4.983 3.319 -4.853 -0.936
C 5.930348 -0.548564 0.180398 -4.861 -2.308 3.582 0.061
C 6.743687 0.285104 -0.306955 4.244 5.103 -5.976 -0.297
C 6.299187 1.591263 -1.225093 0.469 -6.312 6.106 -0.792
C 5.031794 1.716231 -0.893743 -0.237 -4.202 0.434 -0.977
H 4.548430 2.433575 -1.262340 -3.690 6.490 -2.837 0.719
H 7.000643 2.295094 -1.481048 1.281 1.403 -1.043 0.453
H 7.777182 -0.043681 -0.429981 -0.107 0.227 0.367 0.416
N 6.485548 -1.941426 0.731248 3.159 10.479 -5.158 1.097
O 5.658163 -2.588521 1.043832 -7.870 -8.571 4.477 -0.609
O 7.618335 -2.095419 0.509643 4.105 -1.768 0.298 -0.636
H 3.988390 -1.084866 0.761187 -2.839 -3.014 2.144 0.702
H 2.075138 -0.949192 -0.217339 -0.607 2.827 0.341 0.317
C -0.114353 1.647851 0.061240 -1.952 4.311 -7.705 0.400
O -0.544007 2.558700 -0.783229 0.736 -5.309 0.677 -0.757
O 0.092140 2.158911 1.142605 1.243 2.845 11.448 -0.493
H -0.130643 3.121824 1.625307 0.477 -3.593 -3.496 0.459
H 0.039606 -1.699669 -0.337220 0.002 -1.476 0.147 0.215
H -2.028122 -2.679330 -0.937242 8.915 -9.788 -5.061 0.816
H -4.254392 -3.079668 -0.868449 -5.249 -10.282 -1.955 0.602
H -6.646463 -2.294714 -1.424632 1.728 -1.395 -10.136 0.736
H -6.559688 -3.156033 -0.010370 1.006 0.098 0.569 0.397
```
Positions in Å, forces in eV/Å.